No. 1
DFT (wB97M-V/def2-TZVPD) results for a structure of composition C18H30BrMnN4STe at a distorted geometry.

Atoms and positions in Å:
Mn 0.01242 0.36838 -0.22170
N -1.54328 0.01706 1.52481
C -2.34127 -1.07656 0.95336
C -1.45263 -2.30161 0.80199
N -0.25077 -2.00917 -0.00075
C -0.20257 -2.69186 -1.30065
C -0.74231 -1.79409 -2.40239
N 0.02815 -0.54680 -2.37918
H -2.13038 0.82884 1.68228
H -1.19458 -0.26285 2.43793
H -3.20913 -1.33705 1.56622
H -2.71070 -0.76248 -0.02673
H -1.15419 -2.63199 1.79990
H -2.03668 -3.10855 0.35493
H 0.56891 -2.27629 0.53151
H 0.83766 -2.93352 -1.52654
H -0.77065 -3.62523 -1.28262
H -0.67463 -2.31518 -3.36107
H -1.79652 -1.56935 -2.21984
H 0.99831 -0.76395 -2.58628
H -0.27739 0.08321 -3.11252
C 3.30875 2.81197 -0.07948
C 2.61291 1.58077 0.50880
C 1.84416 1.96803 1.78604
C 3.66567 0.51464 0.86330
C 1.68549 0.95254 -0.50427
H 3.92969 3.29425 0.67850
H 2.57269 3.53596 -0.43585
H 3.94336 2.52752 -0.92027
H 2.52124 2.02019 2.64098
H 1.07895 1.21236 2.00682
H 1.37152 2.94516 1.67454
H 4.40967 0.92799 1.54864
H 4.18079 0.15760 -0.03069
H 3.17456 -0.33277 1.34145
H 2.21717 0.86193 -1.46999
Br -4.01091 2.50530 -3.77162
C -2.88758 2.83955 -2.28715
C -2.80462 4.10100 -1.72352
C -1.93552 4.26870 -0.65630
C -1.19306 3.19363 -0.20741
N -1.28316 1.97204 -0.74874
C -2.12811 1.80614 -1.76863
H -3.40057 4.91950 -2.10229
H -1.83755 5.23204 -0.17622
H -0.49482 3.30187 0.61069
H -2.21267 0.81502 -2.19446
Te 1.20578 -1.75647 3.46522
C 2.78591 -1.48952 4.74905
C 2.74908 -1.24832 6.10282
C 4.03115 -1.14931 6.67708
C 5.02991 -1.31484 5.75755
S 4.41914 -1.59832 4.19128
H 1.82645 -1.15914 6.65831
H 4.21293 -0.96197 7.72501
H 6.09609 -1.28509 5.91967

Values from the calculation:
**<S²>**: 0.77
**Spin multiplicity**: 2
**Net charge**: +1
**Relative energy (zero: lowest compared OMol25 entry of this formula, charge and spin)**: 67.31 kcal per mole
**F_max**: 0.0226 hartree/bohr
**Kohn-Sham gap (alpha / beta)**: 7.614 / 5.797 eV
**E**: -5313.77069 Ha

***

No. 2
DFT (wB97M-V/def2-TZVPD) results for a structure of composition C18H30Cl22F5I2O5PS at a distorted geometry.

Atoms and positions in Å:
O 2.05929 -3.92915 -0.27222
S 2.43714 -2.43259 -0.40268
O 3.79597 -2.37249 0.36054
O 2.64537 -1.82306 -1.99698
C 2.11192 -0.42579 -2.03889
P 3.52391 0.81678 -1.71086
O 2.96087 2.33442 -1.06880
I 4.33391 1.39834 -4.01231
C 0.81442 -0.49485 -1.03978
I -0.38724 -2.10337 -2.01544
C -0.05207 0.87289 -0.72346
C -1.39956 0.57896 0.21775
C -2.74468 1.35576 -0.30534
C -3.43424 0.72804 -1.65341
F -4.43559 1.74665 -2.14576
F -2.47544 0.53861 -2.76840
C -4.28448 -0.65574 -1.42087
F -3.56749 -1.71597 -0.67607
F -5.59412 -0.39376 -0.74851
F -4.64531 -1.16736 -2.79618
O 1.30193 -1.24804 0.16241
H 1.69761 -0.09623 -3.09234
H 3.81753 2.86034 -0.88495
H -0.33962 1.49179 -1.68291
H 0.65955 1.57889 -0.08677
H -1.14693 1.03405 1.29211
H -1.54386 -0.58064 0.40512
H -2.44188 2.47499 -0.57214
H -3.47975 1.42599 0.61735
C 6.88410 2.21936 0.72923
Cl 5.51645 2.39931 -0.37625
Cl 7.19838 0.51554 1.08023
H 7.77316 2.65780 0.26955
H 6.65730 2.73915 1.66336
C 3.45933 4.46105 2.18477
Cl 5.11252 4.32897 2.79667
Cl 2.43303 3.18139 2.84369
H 3.04895 5.43121 2.47519
H 3.47557 4.37854 1.09521
C -7.78828 -0.79237 -3.34591
Cl -8.03696 -1.43580 -4.97351
Cl -8.96511 -1.46312 -2.21007
H -6.78153 -1.05284 -3.01038
H -7.89872 0.29452 -3.37228
C -2.64141 -0.33998 3.90372
Cl -1.26043 -1.23412 4.55048
Cl -2.99488 -0.83000 2.24241
H -3.51684 -0.53793 4.52695
H -2.41201 0.72837 3.91842
C -8.01167 -0.78485 1.46875
Cl -6.35847 -0.91693 2.08065
Cl -9.03796 -2.06451 2.12767
H -8.42204 0.18531 1.75917
H -7.99542 -0.86736 0.37919
C 6.77108 -2.87753 -2.09871
Cl 6.94837 -1.12865 -1.91190
Cl 5.12509 -3.30177 -2.58426
H 7.46878 -3.22610 -2.86400
H 6.99687 -3.36187 -1.14548
C 7.12919 -3.15149 2.49948
Cl 8.03183 -2.03610 3.53199
Cl 8.01603 -3.49869 1.01020
H 6.96587 -4.08563 3.04232
H 6.16727 -2.70029 2.24385
C -10.65933 0.74679 -5.76083
Cl -12.40365 0.94031 -5.97255
Cl -9.97406 2.10240 -4.85654
H -10.46801 -0.17920 -5.21320
H -10.18476 0.69875 -6.74403
C -7.89878 3.22744 0.22032
Cl -7.51165 3.89039 1.81266
Cl -7.00473 1.73246 -0.08079
H -8.96998 3.01697 0.17345
H -7.63312 3.96116 -0.54472
C 8.20219 4.57270 5.10000
Cl 7.95351 3.92927 3.47240
Cl 7.02536 3.90195 6.23584
H 9.20894 4.31223 5.43553
H 8.09175 5.65959 5.07363
C 6.50122 -7.16689 1.13977
Cl 6.88835 -6.50394 2.73211
Cl 7.39527 -8.66188 0.83866
H 5.43002 -7.37736 1.09290
H 6.76688 -6.43317 0.37473

Values from the calculation:
**Net charge**: 0
**F_max**: 0.1439 hartree/bohr
**Kohn-Sham gap**: 8.125 eV
**E**: -13038.24307 Ha

***

No. 3
DFT (wB97M-V/def2-TZVPD) results for a cluster of 3 separate species, C18H30F6IO7P in total at a distorted geometry.

Atoms and positions in Å:
C -2.60392 1.39079 2.61251
O -1.13672 1.64506 2.42725
C -1.12736 2.95753 1.71332
C -0.35487 2.67770 0.27865
C -0.23701 4.13494 -0.49799
C -1.05191 4.20520 -1.92155
C -0.56206 5.58248 -2.73462
I -3.23522 4.42518 -1.62169
O -1.15075 1.78634 -0.57865
C -0.52395 0.46729 -0.75416
C -0.65674 -0.80217 0.31180
O 0.19309 0.19015 -1.87745
P 1.40004 2.05268 0.69769
C 2.11426 3.39717 1.91303
C 2.58814 2.16698 -0.82516
H -3.11205 2.26469 3.21191
H -3.04712 1.26268 1.51705
H -2.67612 0.33998 3.12494
H -0.64213 3.80184 2.36289
H -2.23227 3.32878 1.45998
H -0.71662 4.97099 0.19984
H 0.91425 4.39322 -0.65480
H -0.78666 3.31453 -2.67044
H -1.08000 5.50048 -3.80466
H 0.61260 5.58307 -2.84762
H -0.93072 6.55254 -2.18686
H -1.64848 -0.62352 0.90628
H -0.80641 -1.80378 -0.31924
H 0.30844 -0.87915 0.99331
H 3.18339 3.78628 1.56553
H 2.14017 3.01869 3.03340
H 1.40929 4.34750 1.86745
H 3.15900 3.21362 -0.88186
H 2.04984 2.02430 -1.85436
H 3.41043 1.32186 -0.66989
C 0.91956 -1.56790 3.75980
C 2.28635 -1.97107 3.23909
O 3.01985 -2.68650 4.24512
C 2.72036 -4.01809 4.37679
O 1.87792 -4.60019 3.69803
C 3.60315 -4.66575 5.44184
F 3.69867 -3.91386 6.57635
F 4.88070 -4.85473 5.00322
F 3.15185 -5.88952 5.83734
H 1.01439 -1.00190 4.69213
H 0.39046 -0.95460 3.02490
H 0.30609 -2.44653 3.98214
H 2.86643 -1.07262 3.00192
H 2.21216 -2.55859 2.31687
C -1.82692 -1.49784 -4.12104
C -0.99670 -2.70055 -3.71354
O -1.76450 -3.90827 -3.83125
C -1.85390 -4.44538 -5.08970
O -1.32791 -3.95066 -6.08361
C -2.65252 -5.74717 -5.06400
F -3.79501 -5.65057 -4.32445
F -1.93785 -6.77649 -4.52549
F -3.03960 -6.16055 -6.30376
H -2.75832 -1.46062 -3.54684
H -1.27161 -0.57009 -3.95653
H -2.10666 -1.55011 -5.17781
H -0.71118 -2.60726 -2.66011
H -0.06908 -2.76854 -4.29325

Values from the calculation:
**SMILES**: COC[C@](C[C@H](C)I)(OC(C)=O)P(C)C.CCOC(=O)C(F)(F)F.CCOC(=O)C(F)(F)F
**Net charge**: 0
**F_max**: 0.1689 hartree/bohr
**Kohn-Sham gap**: 8.641 eV
**E**: -2468.57233 Ha

***

Q: Which of these has the highest F_max?
A: C18H30F6IO7P

***

Q: Among the records above, which one has the highest F_max?
A: C18H30F6IO7P